[1]
DFT (ωB97M-V/def2-TZVPD) results for a cluster of 11 separate species, C44H88O21 in total.

Output
maximum force = 5.14 eV/Å
energy above the lowest of the compared OMol25 structures with the same formula, charge and spin = 6.478 eV
spin multiplicity = 1
charge = 0

Geometry (Å):
C  -2.6397  1.2777  0.5300
C  -2.1756  -0.1295  0.7238
O  -0.7574  -0.2606  0.9426
C  0.0846  -0.3296  -0.1410
O  -0.3665  -0.2010  -1.3286
O  1.3284  -0.5369  0.3374
C  2.3624  -0.6923  -0.5963
H  -2.0005  1.8753  1.1800
H  -3.6812  1.4622  0.7932
H  -2.5202  1.5434  -0.5204
H  -2.6466  -0.8775  0.0860
H  -2.6501  -0.3484  1.6803
H  3.2532  -0.7032  0.0318
H  2.3947  0.2017  -1.2190
H  2.2323  -1.5988  -1.1875
C  3.6629  3.8080  2.0952
C  2.5314  4.6804  1.4434
O  2.3161  4.2809  0.0821
C  1.1428  4.6787  -0.5173
O  0.4350  5.6388  -0.1242
O  1.0814  4.2421  -1.7707
C  -0.0116  4.3979  -2.5445
H  3.5509  2.7246  2.0526
H  3.8402  4.1165  3.1255
H  4.6035  4.0852  1.6192
H  2.7673  5.7440  1.4753
H  1.6061  4.6273  2.0172
H  0.0953  5.3819  -3.0011
H  -0.9849  4.2196  -2.0874
H  0.1541  3.6210  -3.2909
C  -3.0248  7.8248  4.3275
C  -1.4874  7.8403  4.0833
O  -1.0362  9.0612  3.6436
C  0.1013  9.5865  3.9640
O  0.9810  9.0010  4.6354
O  0.1610  10.8213  3.5109
C  1.2935  11.6143  3.8312
H  -3.3261  7.1854  5.1573
H  -3.4968  7.4846  3.4058
H  -3.4504  8.7832  4.6248
H  -1.1315  7.0288  3.4486
H  -0.9475  7.5457  4.9832
H  1.1489  12.6135  3.4205
H  2.2228  11.1770  3.4661
H  1.3562  11.8038  4.9028
C  -1.1653  -0.0189  -10.4053
C  -0.1920  -1.1122  -10.2410
O  -0.4464  -1.8315  -8.9999
C  -1.2639  -2.8661  -9.0321
O  -1.9659  -3.1914  -10.0274
O  -1.3380  -3.5404  -7.9145
C  -0.2902  -3.3393  -6.9338
H  -1.1800  0.5760  -9.4921
H  -2.1970  -0.3102  -10.6024
H  -0.8111  0.5267  -11.2799
H  0.8504  -0.7968  -10.2853
H  -0.3088  -1.7931  -11.0842
H  -0.5119  -3.9577  -6.0640
H  -0.0276  -2.3365  -6.5969
H  0.6120  -3.7827  -7.3551
C  3.8475  3.5416  11.2549
C  2.8163  3.7033  10.1295
O  2.9666  2.6830  9.1978
C  1.9979  2.4938  8.2093
O  1.1149  3.2798  7.9489
O  2.1167  1.3046  7.7193
C  0.9242  0.7165  7.1416
H  3.9141  4.4883  11.7910
H  4.7941  3.2910  10.7761
H  3.6105  2.6424  11.8236
H  2.9167  4.6347  9.5722
H  1.8510  3.6355  10.6311
H  1.1717  -0.1779  6.5698
H  0.3657  1.4669  6.5822
H  0.2328  0.3372  7.8941
C  -5.9837  -1.3809  -5.9073
C  -4.9247  -1.1071  -4.9048
C  -4.6758  0.4430  -5.1470
O  -5.1659  0.7445  -6.4427
C  -5.7677  -0.3430  -7.0799
H  -6.9544  -1.2120  -5.4413
H  -5.8629  -2.3846  -6.3149
H  -3.9902  -1.6591  -4.8041
H  -5.3390  -1.1788  -3.8992
H  -3.6097  0.5461  -4.9450
H  -5.1843  1.0844  -4.4273
H  -4.9743  -0.7709  -7.6927
H  -6.6473  -0.1235  -7.6851
C  4.4950  -4.6772  4.1275
C  4.7596  -5.3677  2.7506
C  6.1238  -4.8242  2.3805
O  6.4581  -3.7296  3.2518
C  5.2729  -3.3310  4.0894
H  4.8461  -5.2893  4.9582
H  3.4083  -4.5981  4.0979
H  4.0612  -5.1302  1.9482
H  4.7632  -6.4574  2.7756
H  6.1560  -4.5876  1.3169
H  6.7224  -5.6790  2.6951
H  4.6610  -2.5587  3.6231
H  5.6293  -2.9546  5.0483
C  5.8962  -6.5213  -6.6994
C  4.7603  -7.2728  -5.9879
C  4.6314  -6.2486  -4.7740
O  4.9322  -4.9522  -5.2340
C  5.4231  -5.0728  -6.5789
H  5.9898  -6.8578  -7.7319
H  6.9083  -6.6324  -6.3100
H  4.9991  -8.3013  -5.7174
H  3.7797  -7.3698  -6.4538
H  5.2841  -6.6446  -3.9961
H  3.6307  -6.4200  -4.3772
H  6.3128  -4.4868  -6.8094
H  4.5882  -4.9520  -7.2692
C  6.1285  2.1087  -6.3566
C  5.1259  3.1723  -5.9996
C  3.9415  2.6495  -6.7828
O  4.4716  1.8118  -7.8204
C  5.8615  1.6088  -7.7077
H  6.0882  1.2584  -5.6759
H  7.0978  2.5807  -6.1964
H  5.4409  4.1883  -6.2375
H  5.0046  3.3055  -4.9246
H  3.2946  3.3683  -7.2856
H  3.3852  2.0542  -6.0586
H  6.4688  2.2246  -8.3710
H  6.1383  0.5546  -7.6996
C  -4.6633  -7.0043  4.2267
C  -3.9660  -7.9620  3.2697
C  -2.7462  -7.2734  2.7390
O  -2.5796  -6.2521  3.7563
C  -3.7290  -5.7291  4.1451
H  -4.8642  -7.3193  5.2507
H  -5.5991  -6.6454  3.7984
H  -4.6201  -8.3279  2.4783
H  -3.8112  -8.8804  3.8360
H  -2.8120  -6.7280  1.7975
H  -1.9529  -8.0168  2.8178
H  -4.0721  -4.8366  3.6220
H  -3.5796  -5.2481  5.1118
C  -9.7985  0.0532  6.7122
C  -8.2782  -0.0704  6.9469
C  -7.9142  -1.1492  5.9322
O  -9.0961  -2.0087  6.0116
C  -10.1710  -1.4082  6.8131
H  -10.0743  0.4235  5.7248
H  -10.1691  0.7527  7.4615
H  -8.0447  -0.3778  7.9662
H  -7.7403  0.8702  6.8290
H  -7.1594  -1.8873  6.2035
H  -7.8633  -0.7455  4.9210
H  -10.2212  -1.8563  7.8055
H  -11.1129  -1.5670  6.2881

Atoms 1-6, force components in eV/Å:
C 0.6560 0.5989 -1.2099
C -1.2583 -0.5043 1.4467
O 0.8187 -0.2928 -1.0513
C -2.9751 0.5569 -2.3008
O 2.7159 -0.6716 4.3161
O -2.4758 0.1736 -0.0463

---

[2]
DFT (ωB97M-V/def2-TZVPD) results for a cluster of 13 separate species, C44H92NO16P in total.

Output
maximum force = 1.68 eV/Å
spin multiplicity = 1
charge = 0

Geometry (Å):
C  2.4350  -8.6526  2.7689
C  1.4334  -7.5171  2.3780
C  0.7076  -7.7428  1.0267
C  0.4466  -6.4257  0.2685
C  -0.4489  -5.4071  1.0028
O  0.2903  -4.1986  1.2572
C  0.0493  -3.5013  2.4803
C  0.3639  -4.3191  3.7559
C  -1.3574  -2.8308  2.5789
N  -2.4856  -3.7230  2.8617
P  1.2908  -2.1039  2.4131
O  0.6843  -0.7853  2.6700
O  2.5306  -2.4701  3.3697
O  1.9847  -2.1425  0.9493
H  3.3907  -8.2042  3.0800
H  2.6190  -9.3336  1.9233
H  2.0502  -9.2191  3.6288
H  2.0152  -6.5791  2.2856
H  0.6947  -7.3940  3.1935
H  -0.2359  -8.3080  1.1526
H  1.3670  -8.3687  0.3937
H  -0.0258  -6.6847  -0.6997
H  1.4140  -5.9486  0.0298
H  -1.2719  -5.1388  0.3089
H  -0.9212  -5.8206  1.9062
H  0.3354  -3.6173  4.6117
H  1.3751  -4.7472  3.7231
H  -0.4097  -5.0834  3.9225
H  -1.2989  -2.0897  3.3989
H  -1.5589  -2.3008  1.6334
H  -2.7494  -4.2943  2.0650
H  -2.3564  -4.2774  3.7024
H  3.3520  -2.5485  2.8102
H  1.2619  -2.2623  0.2939
C  -7.0756  -1.9623  4.3946
C  -6.3046  -2.6168  3.2726
O  -6.5551  -3.7474  2.9101
C  -5.2177  -1.7952  2.6337
H  -7.8285  -2.6525  4.7705
H  -6.3973  -1.6931  5.2056
H  -7.5647  -1.0572  4.0315
H  -4.4704  -1.5244  3.3793
H  -5.6396  -0.8870  2.1994
H  -4.7396  -2.3813  1.8537
C  2.4295  0.8760  0.2817
C  2.8541  2.3072  0.0952
O  3.2060  2.7327  -0.9873
C  2.8295  3.1825  1.3247
H  2.4915  0.3490  -0.6691
H  3.0813  0.3819  1.0008
H  1.4034  0.8348  0.6489
H  3.4913  2.7703  2.0880
H  1.8157  3.2309  1.7254
H  3.1627  4.1856  1.0670
C  -5.1474  2.0899  0.1504
C  -4.6614  2.2493  1.5709
O  -5.1335  1.5996  2.4798
C  -3.5657  3.2567  1.8005
H  -5.9345  1.3388  0.1160
H  -5.5474  3.0354  -0.2201
H  -4.3248  1.7742  -0.4935
H  -3.8987  4.2462  1.4856
H  -2.6759  2.9910  1.2329
H  -3.3159  3.2838  2.8593
C  -7.2643  6.6063  -2.8334
C  -7.4749  5.3470  -2.0321
O  -6.7907  4.3604  -2.2070
C  -8.5852  5.3657  -1.0115
H  -6.4421  6.4604  -3.5309
H  -8.1712  6.8437  -3.3926
H  -7.0272  7.4382  -2.1678
H  -9.5384  5.5630  -1.5054
H  -8.4007  6.1468  -0.2721
H  -8.6348  4.4021  -0.5081
C  -1.0548  5.2734  -1.5229
C  -0.6038  5.5081  -0.1015
O  -1.0698  4.8700  0.8183
C  0.4453  6.5679  0.1138
H  -1.8105  4.4903  -1.5420
H  -1.4786  6.1899  -1.9369
H  -0.2060  4.9673  -2.1366
H  0.0826  7.5334  -0.2420
H  1.3536  6.3137  -0.4312
H  0.6748  6.6416  1.1745
C  2.9001  -10.5117  6.7381
C  4.1708  -9.8782  6.2308
O  4.3449  -9.6426  5.0544
C  5.2225  -9.5442  7.2635
H  2.2304  -10.7020  5.9018
H  3.1245  -11.4558  7.2360
H  2.4052  -9.8504  7.4467
H  5.5384  -10.4513  7.7813
H  4.8185  -8.8427  7.9953
H  6.0836  -9.0941  6.7739
C  3.5831  1.1957  -3.8531
C  4.2971  0.4428  -4.9475
O  4.0022  -0.6997  -5.2301
C  5.4040  1.1675  -5.6763
H  2.8202  0.5564  -3.4125
H  4.2865  1.4950  -3.0767
H  3.1151  2.0919  -4.2621
H  6.1825  1.4637  -4.9711
H  5.0075  2.0600  -6.1622
H  5.8344  0.5054  -6.4261
C  3.7505  6.4891  -6.5590
C  3.4667  5.3581  -5.6044
O  4.0246  4.2856  -5.7194
C  2.4735  5.6221  -4.5062
H  4.4837  6.1744  -7.2999
H  2.8359  6.7866  -7.0748
H  4.1460  7.3486  -6.0145
H  1.5029  5.8829  -4.9345
H  2.8224  6.4516  -3.8870
H  2.3683  4.7289  -3.8907
C  3.1459  10.6656  -2.1926
C  3.8179  9.3616  -2.5435
O  3.1757  8.3848  -2.8675
C  5.3241  9.3262  -2.4728
H  2.0674  10.5562  -2.2831
H  3.3927  10.9488  -1.1682
H  3.4840  11.4532  -2.8677
H  5.6557  9.5572  -1.4594
H  5.7475  10.0613  -3.1591
H  5.6789  8.3349  -2.7469
C  -8.7561  2.9732  -4.4827
C  -9.4666  3.8650  -5.4684
O  -9.9472  4.9256  -5.1276
C  -9.5491  3.3843  -6.8969
H  -8.7714  3.4407  -3.5036
H  -9.2517  2.0026  -4.4232
H  -7.7185  2.8284  -4.7868
H  -10.0800  2.4320  -6.9403
H  -8.5457  3.2475  -7.3031
H  -10.0814  4.1180  -7.4984
C  6.6001  3.8604  -8.4360
C  7.0860  5.1555  -9.0414
O  6.3557  6.1164  -9.1550
C  8.5252  5.2008  -9.4964
H  5.5561  3.9586  -8.1452
H  6.6973  3.0499  -9.1605
H  7.1908  3.6158  -7.5516
H  8.6991  4.4431  -10.2620
H  9.1898  5.0087  -8.6526
H  8.7459  6.1829  -9.9090
C  0.0338  -12.8518  9.9409
C  0.4640  -11.4057  9.9782
O  0.7721  -10.8103  8.9684
C  0.4925  -10.7361  11.3307
H  0.0564  -13.2117  8.9146
H  0.7074  -13.4583  10.5486
H  -0.9798  -12.9506  10.3326
H  1.1839  -11.2596  11.9929
H  -0.5032  -10.7521  11.7766
H  0.8168  -9.7039  11.2190

Atoms 1-6, force components in eV/Å:
C -0.4164 0.5372 0.1161
C 0.2269 -0.2345 -0.1285
C 0.3381 0.0560 0.0410
C -0.1147 -0.3966 -0.1839
C -0.3851 0.1129 -0.7968
O -0.1906 -0.3699 0.4625

---

no.,E_HOMO (eV),orbital gap (eV),total energy (hartree)
1,-9.34,9.429,-3309.049906
2,-8.86,9.353,-3331.719246